No. 1
Computed, not measured: C19H18MoO3S6 as an isolated structure, with wB97M-V/def2-TZVPD.

Total charge: +4
HOMO energy in eV: -20.276
LUMO energy in eV: -15.2
ΔE to the lowest compared entry with this formula, charge and spin in eV: 0.000

```
47
Properties=species:S:1:pos:R:3:forces:R:3:nbo_charge:R:1
Mo 0.689 -0.849 0.268 -0.230 -0.116 -0.301 1.191
O -0.840 -1.665 -0.312 0.220 0.097 0.065 -0.803
S -2.296 -2.483 -0.098 -0.055 0.009 -0.011 1.281
C -2.301 -2.578 1.722 0.029 0.003 -0.013 -0.586
C -0.955 -2.562 2.469 -0.027 0.096 0.013 -0.413
C -0.816 -1.329 3.378 0.015 -0.035 0.021 -0.436
C 0.504 -1.304 4.162 0.002 0.042 -0.021 -0.572
S 1.886 -0.321 3.493 0.055 -0.053 0.005 1.255
O 1.409 -0.333 1.826 0.062 0.074 0.128 -0.792
C 1.733 1.256 4.076 -0.038 -0.025 0.010 -0.396
C 2.979 1.900 4.262 -0.015 0.022 -0.004 -0.103
C 2.999 3.144 4.858 0.010 -0.003 0.005 -0.200
C 1.802 3.733 5.254 0.003 0.002 0.004 -0.030
C 0.566 3.095 5.061 -0.006 -0.006 -0.008 -0.198
C 0.517 1.856 4.474 0.013 0.028 0.014 -0.107
C -2.098 -4.059 -0.708 0.015 -0.006 0.047 -0.394
C -1.412 -5.094 -0.042 -0.001 -0.007 -0.025 -0.123
C -1.440 -6.351 -0.594 0.004 0.003 0.012 -0.197
C -2.141 -6.579 -1.788 0.007 -0.008 0.001 -0.053
C -2.812 -5.555 -2.443 -0.007 0.013 -0.010 -0.193
C -2.799 -4.279 -1.910 -0.004 -0.002 -0.002 -0.113
H -2.881 -3.481 1.918 0.004 0.002 0.014 0.306
H -2.924 -1.727 2.006 -0.004 -0.002 -0.005 0.278
H -0.101 -2.653 1.774 0.017 -0.057 -0.003 0.172
H -0.882 -3.461 3.083 0.008 -0.016 -0.023 0.280
H -1.621 -1.359 4.116 0.000 -0.003 -0.004 0.283
H -0.970 -0.399 2.822 0.001 -0.013 0.003 0.210
H 0.934 -2.302 4.267 -0.002 -0.003 0.010 0.279
H 0.389 -0.895 5.167 -0.036 -0.012 -0.001 0.303
H 3.902 1.410 3.975 0.001 -0.002 0.000 0.255
H 3.940 3.647 5.035 0.002 -0.002 -0.004 0.278
H 1.824 4.703 5.736 -0.007 0.001 -0.002 0.273
H -0.345 3.576 5.392 0.002 0.003 0.001 0.272
H -0.433 1.354 4.349 0.008 0.000 -0.006 0.221
H -0.892 -4.922 0.892 -0.004 0.001 0.003 0.213
H -0.938 -7.173 -0.101 0.000 -0.001 0.000 0.267
H -2.167 -7.581 -2.199 -0.003 0.001 -0.003 0.271
H -3.359 -5.753 -3.355 -0.002 -0.004 0.003 0.276
H -3.342 -3.474 -2.391 -0.002 -0.002 -0.001 0.257
O 4.733 0.593 -5.032 0.022 -0.002 0.011 -0.274
C 4.066 0.363 -4.114 -0.035 0.025 0.009 0.276
S 4.152 -1.214 -3.143 -0.042 -0.031 -0.017 0.698
C 2.913 -0.835 -2.103 0.129 0.003 0.051 -0.357
C 2.256 0.506 -2.241 -0.076 0.028 -0.087 -0.361
S 0.997 0.971 -1.211 0.031 -0.066 0.071 0.321
S 2.782 1.519 -3.451 -0.001 -0.015 0.012 0.698
S 2.427 -1.929 -0.902 -0.063 0.040 0.036 0.290
```
Positions in Å, forces in eV/Å.

=====

No. 2
Computed, not measured: C26H29Br22FINO4P as an isolated structure, with wB97M-V/def2-TZVPD.

Total charge: +1
HOMO energy in eV: -11.169
LUMO energy in eV: -4.0

```
85
Properties=species:S:1:pos:R:3:forces:R:3:mulliken_charge:R:1
C 4.241 0.424 4.160 0.397 0.098 0.395 -0.554
C 3.437 0.552 3.286 0.309 -0.160 -0.854 -1.357
C 2.782 0.690 2.019 -0.640 0.384 0.377 2.078
C 1.802 1.670 1.843 -0.357 -0.442 -0.491 1.368
C 1.473 2.507 3.066 -0.137 0.615 -0.068 -0.733
O 2.290 3.199 3.587 0.297 -0.094 -0.107 -0.429
O 0.197 2.400 3.524 1.268 -0.429 0.367 0.178
P -0.117 2.358 5.207 -1.691 -0.138 0.515 0.126
O 0.119 3.890 5.713 0.455 -0.621 -0.601 -0.430
Br 1.498 1.225 6.260 0.270 0.720 -0.198 -0.203
C 1.200 1.821 0.576 -0.034 0.002 0.228 0.444
C 0.169 2.929 0.348 -0.520 0.583 0.444 -0.260
C -1.191 2.689 1.107 0.957 -0.555 -0.186 -1.410
C 0.789 4.319 0.702 0.628 -0.093 -0.498 -0.349
C 1.130 5.139 -0.560 0.027 -0.038 0.672 -1.454
C 1.600 0.940 -0.436 -0.371 1.082 -0.138 0.361
C 0.963 1.088 -1.804 0.203 -0.971 0.987 -1.107
C -0.392 0.338 -1.904 0.315 0.285 -0.955 0.159
O -0.880 0.222 -2.979 1.227 -0.133 0.377 -0.520
I -1.354 -0.560 -0.179 1.132 -0.167 0.247 0.136
N 2.534 -0.023 -0.217 -0.234 -0.194 -0.168 0.337
C 2.884 -0.954 -1.334 0.403 0.489 -0.541 -1.085
C 3.858 -0.348 -2.319 0.294 -0.121 0.282 0.308
C 5.091 -0.815 -2.481 -0.456 0.256 0.066 -1.043
C 3.140 -0.159 0.969 0.369 -0.230 0.514 0.447
C 4.203 -1.192 1.249 -0.072 0.157 -0.299 -0.290
C 3.737 -2.291 2.229 0.809 0.223 0.624 -0.298
F 3.907 -3.547 1.687 -0.443 0.081 -0.247 -0.310
H 5.001 0.388 4.907 -0.200 -0.077 0.171 0.531
H -0.445 4.437 5.144 0.062 0.311 0.247 0.348
H -0.115 3.014 -0.697 0.250 -0.281 -0.036 0.673
H -1.385 3.537 1.756 -0.296 -0.070 -0.048 0.320
H -2.007 2.490 0.416 -0.024 0.300 -0.022 0.220
H -1.072 1.792 1.707 -0.378 0.102 0.217 0.194
H 1.744 4.166 1.211 -0.153 0.137 0.209 0.151
H 0.157 4.894 1.378 -0.145 -0.136 -0.089 0.523
H 2.089 4.797 -0.956 -0.215 -0.064 -0.342 0.321
H 0.330 5.071 -1.298 0.143 0.071 -0.105 0.341
H 1.275 6.187 -0.292 -0.062 -0.018 -0.090 0.420
H 1.559 0.650 -2.597 -0.023 0.057 -0.004 -0.016
H 0.861 2.140 -2.054 -0.317 -0.062 -0.003 0.784
H 3.249 -1.926 -0.988 -0.149 0.841 0.354 0.041
H 1.976 -1.172 -1.896 -0.142 -0.070 0.340 0.680
H 3.524 0.470 -2.950 -0.216 -0.318 -0.215 0.222
H 5.627 -0.544 -3.382 0.428 0.197 0.367 0.277
H 5.543 -1.446 -1.723 0.023 -0.462 -0.471 0.166
H 4.621 -1.628 0.344 -0.194 -0.161 0.123 -0.529
H 5.031 -0.650 1.708 -0.059 0.021 0.021 0.587
H 2.718 -2.147 2.595 -0.104 -0.179 -0.326 0.294
H 4.392 -2.254 3.101 -0.112 -0.032 0.029 0.261
C 4.247 -5.167 -1.909 0.145 -0.034 -0.072 -0.351
Br 2.687 -4.024 -1.920 -0.031 -0.759 -0.174 0.044
Br 4.889 -5.477 -3.692 -0.095 -0.002 0.009 0.008
Br 5.637 -4.482 -0.770 0.009 -0.014 -0.129 -0.033
H 3.941 -6.122 -1.504 -0.040 0.032 0.014 0.442
C -5.052 0.653 -3.284 -0.155 -0.078 0.184 -0.405
Br -3.334 0.213 -2.509 -2.349 0.314 -0.774 0.084
Br -4.952 0.723 -5.211 0.247 0.037 0.176 -0.070
Br -6.438 -0.540 -2.679 0.132 0.037 -0.051 0.028
H -5.313 1.645 -2.942 -0.029 -0.013 -0.030 0.378
C -2.283 -1.316 4.481 -0.063 0.032 0.001 0.084
Br -3.058 -0.722 6.131 0.095 0.182 -0.254 0.006
Br -3.176 -0.552 2.950 -0.020 -0.003 0.118 -0.081
Br -0.382 -0.985 4.431 -0.111 -0.234 -0.157 0.032
H -2.423 -2.386 4.429 0.003 -0.003 -0.012 -0.083
C -9.748 2.647 -2.206 -0.056 -0.042 0.048 -0.286
Br -8.263 2.800 -3.424 -0.060 -0.002 0.018 -0.001
Br -10.221 0.812 -1.859 0.151 0.285 0.309 -0.022
Br -9.437 3.625 -0.575 0.019 -0.051 -0.063 -0.037
H -10.597 3.104 -2.694 0.014 -0.001 -0.002 0.345
C -4.793 -4.421 6.584 -0.080 0.078 0.113 -0.345
Br -6.355 -3.376 6.175 0.105 -0.018 -0.016 0.019
Br -3.714 -4.736 5.013 -0.020 -0.012 0.033 -0.022
Br -3.770 -3.646 8.018 -0.065 -0.248 0.036 0.000
H -5.135 -5.388 6.924 0.023 -0.007 -0.031 0.350
C -9.906 -0.164 -6.463 0.048 -0.061 -0.045 -0.357
Br -10.749 -0.801 -4.855 -0.070 -0.105 -0.341 -0.013
Br -10.743 1.441 -7.119 0.061 -0.043 0.065 -0.008
Br -8.012 0.065 -6.186 -0.281 -0.007 -0.103 0.058
H -10.031 -0.922 -7.223 -0.031 0.008 0.014 0.338
C 8.435 -4.711 -5.007 0.041 -0.074 -0.028 -0.249
Br 9.505 -4.605 -6.600 -0.039 0.015 0.095 -0.009
Br 9.256 -5.815 -3.661 -0.045 0.068 -0.039 0.015
Br 8.005 -2.961 -4.320 0.023 0.007 0.006 0.031
H 7.501 -5.183 -5.279 -0.001 0.021 0.011 0.188
```
Positions in Å, forces in eV/Å.

=====

No. 3
Computed, not measured: a 2-piece molecular cluster, C6H10NO2 overall, with wB97M-V/def2-TZVPD.

Total charge: +1
HOMO energy in eV: -12.122
LUMO energy in eV: -5.3
ΔE to the lowest compared entry with this formula, charge and spin in eV: 1.228

```
19
Properties=species:S:1:pos:R:3:forces:R:3:nbo_charge:R:1
C 2.372 0.896 -0.632 1.478 0.656 -3.213 -0.022
C 1.268 1.641 -0.432 1.004 -0.406 1.702 -0.291
C -2.326 -0.641 -0.924 -3.044 2.829 0.320 0.090
C 2.192 -0.396 -0.032 1.495 -0.304 1.438 -0.334
C 0.500 1.024 0.607 1.055 -2.394 -1.252 0.216
C -2.545 -0.510 0.380 -0.502 -0.062 0.543 -0.057
N 1.111 -0.165 0.824 -4.561 0.914 1.105 -0.449
O -1.228 -0.909 -1.568 2.297 -1.251 -0.199 -0.631
O -1.609 -0.912 1.372 0.581 0.589 -2.797 -0.764
H 3.182 1.060 -1.433 -1.339 0.020 1.610 0.273
H 1.210 2.612 -0.744 -0.745 2.199 -0.972 0.257
H -3.082 -0.134 -1.555 0.305 -0.790 0.292 0.203
H 2.062 -1.060 -0.883 -0.533 -0.644 0.044 0.301
H 2.956 -0.792 0.632 0.799 -0.069 -0.477 0.284
H -0.510 1.257 0.978 0.901 -0.034 0.273 0.282
H -3.500 -0.014 0.644 0.819 -0.690 0.408 0.215
H -2.026 -0.971 2.192 -1.249 -0.283 2.056 0.501
H 0.614 -0.847 1.412 0.484 0.173 -0.394 0.466
H -0.641 -1.140 -0.839 0.754 -0.454 -0.487 0.460
```
Positions in Å, forces in eV/Å.

=====

No. 4
Computed, not measured: a single C4H6O2 molecule, with wB97M-V/def2-TZVPD.

HOMO energy in eV: -9.520
LUMO energy in eV: 0.5
ΔE to the lowest compared entry with this formula, charge and spin in eV: 3.098
SMILES: O=C1CC[C@@H]1O

```
12
Properties=species:S:1:pos:R:3:forces:R:3:nbo_charge:R:1
C -0.616 -0.579 0.155 -2.551 -0.632 -1.788 0.024
C 0.632 -0.114 0.862 -0.438 -0.053 -1.699 -0.463
C 0.616 1.198 0.030 -0.412 1.519 0.469 -0.534
C -0.189 0.551 -1.060 -2.751 -1.317 -0.925 0.601
H -0.838 -2.314 -1.044 -0.031 1.316 3.651 0.488
H -1.522 -0.109 0.839 1.764 -1.223 -2.222 0.177
H 1.483 -0.699 0.562 0.369 -0.409 0.473 0.221
H 0.229 -0.215 1.826 1.319 0.687 2.083 0.232
H -0.048 2.010 0.521 1.374 -1.028 -0.950 0.253
H 1.542 1.567 -0.437 -0.066 0.264 0.928 0.247
O -0.863 -2.050 -0.009 0.476 1.562 -3.197 -0.738
O -0.426 0.754 -2.245 0.947 -0.684 3.176 -0.510
```
Positions in Å, forces in eV/Å.

=====

no.,DFT total energy (eV),orbital gap (eV)
1,-92960.1901,5.11
2,-1598143.1608,7.21
3,-11959.9179,6.83
4,-8337.3630,9.97